1.
Computed, not measured: 2 unconnected molecules or ions with the total composition CH2NO4 in a non-equilibrium geometry, with ωB97M-V with the def2-TZVPD basis set.

The geometry in ORCA input format:
```
! RIJCOSX wB97M-V def2-TZVPD def2/J DEFGRID3
* xyz -1 1
C -0.352 0.689 -1.003
N 0.512 -0.869 0.060
O -1.175 0.318 -1.757
O 0.174 1.679 -0.481
O 1.562 -0.168 0.757
O -0.539 -1.116 1.107
H 1.230 0.750 0.640
H -1.412 -1.283 0.678
*
```

Computed properties:
**Gap between HOMO and LUMO**: 7.2 eV
**Relative energy (zero: lowest compared OMol25 entry of this formula, charge and spin)**: 18.0 kcal per mole
**DFT total energy**: -10747.66880 eV

***

2.
Computed, not measured: a single C6H9N molecule, with ωB97M-V with the def2-TZVPD basis set.

The geometry in ORCA input format:
```
! RIJCOSX wB97M-V def2-TZVPD def2/J DEFGRID3
* xyz 0 1
H -2.603 -0.787 -1.361
N -1.783 -1.014 -0.801
C -0.916 -0.074 -0.869
C -1.081 1.151 -1.747
C 0.368 -0.167 -0.152
C 0.250 -1.700 0.907
C 0.714 -0.516 1.198
C 1.768 0.051 2.067
H -1.920 1.030 -2.437
H -1.266 2.030 -1.122
H -0.181 1.356 -2.336
H 1.217 0.196 -0.749
H -0.685 -2.138 0.586
H 2.162 -0.731 2.719
H 1.379 0.879 2.662
H 2.578 0.434 1.434
*
```

Computed properties:
**Gap between HOMO and LUMO**: 8.7 eV
**Relative energy (zero: lowest compared OMol25 entry of this formula, charge and spin)**: 102.2 kcal per mole
**DFT total energy**: -7853.72842 eV
**SMILES string**: [H]/N=C(\C)[C@@H]1C=C1C

***

3.
Computed, not measured: a molecular structure, C36H44BiBrN12OS, with ωB97M-V with the def2-TZVPD basis set.

The geometry in ORCA input format:
```
! RIJCOSX wB97M-V def2-TZVPD def2/J DEFGRID3
* xyz 2 1
Bi 0.008 0.123 -0.031
C -0.482 -4.449 2.838
C -0.439 -3.373 1.787
N -0.591 -2.126 2.024
N -0.801 -1.756 3.328
C -1.116 -0.480 3.615
N -1.316 -0.311 4.919
S 1.850 0.768 1.799
C -0.213 -3.761 0.366
C -0.715 -4.961 -0.124
C -0.494 -5.291 -1.451
C 0.236 -4.420 -2.241
C 0.695 -3.246 -1.665
N 0.476 -2.907 -0.397
H -1.472 -4.526 3.295
H -0.226 -5.418 2.421
H 0.241 -4.244 3.631
H -0.809 -2.497 4.026
H -1.280 -1.044 5.623
H -1.574 0.597 5.260
H -1.286 -5.620 0.515
H -0.885 -6.214 -1.859
H 0.451 -4.639 -3.277
H 1.275 -2.542 -2.253
Br 3.907 3.977 -5.650
C 2.804 3.229 -4.320
C 1.515 3.724 -4.121
C 0.705 3.186 -3.144
C 1.144 2.131 -2.332
O 0.327 1.717 -1.379
C 2.444 1.631 -2.538
C 3.021 0.540 -1.792
N 2.418 -0.236 -0.961
C 3.173 -1.318 -0.447
C 3.855 -2.125 -1.327
C 4.540 -3.284 -0.931
C 4.506 -3.662 0.374
C 3.816 -2.872 1.322
C 3.781 -3.285 2.670
C 3.113 -2.540 3.595
C 2.517 -1.354 3.175
N 2.554 -0.918 1.923
C 3.163 -1.672 0.935
C 3.261 2.204 -3.531
H 1.156 4.542 -4.732
H -0.286 3.583 -2.964
H 4.085 0.373 -1.979
H 3.819 -1.872 -2.379
H 5.063 -3.875 -1.670
H 5.001 -4.562 0.713
H 4.294 -4.196 2.947
H 3.059 -2.816 4.638
H 2.004 -0.699 3.865
H 4.263 1.819 -3.672
C 0.767 3.916 0.881
N 0.458 2.951 1.956
C 0.720 3.480 3.307
C -0.659 3.899 3.799
N -1.513 2.972 3.049
C -2.777 2.507 3.594
C -0.881 2.506 1.961
N -1.326 1.768 0.986
C -2.739 1.722 0.604
C -3.090 0.358 0.018
N -2.309 0.059 -1.173
C -2.588 0.601 -2.328
N -1.862 0.293 -3.437
C -0.718 -0.573 -3.460
C -2.178 1.166 -4.550
C -3.568 1.636 -4.157
N -3.556 1.512 -2.695
C -4.866 1.659 -2.075
H 0.340 4.900 1.099
H 0.370 3.544 -0.057
H 1.848 4.006 0.800
H 1.442 4.290 3.264
H 1.121 2.676 3.926
H -0.911 4.936 3.568
H -0.786 3.744 4.868
H -2.769 2.685 4.668
H -2.881 1.438 3.410
H -3.631 3.045 3.182
H -2.887 2.492 -0.159
H -3.415 1.943 1.427
H -4.166 0.270 -0.135
H -2.843 -0.400 0.772
H -0.708 -1.155 -2.542
H 0.218 -0.014 -3.570
H -0.800 -1.282 -4.287
H -2.172 0.621 -5.493
H -1.462 1.990 -4.617
H -4.337 0.984 -4.584
H -3.778 2.663 -4.450
H -5.421 2.385 -2.665
H -4.808 2.047 -1.064
H -5.435 0.725 -2.075
*
```

Computed properties:
**Gap between HOMO and LUMO**: 6.8 eV
**Relative energy (zero: lowest compared OMol25 entry of this formula, charge and spin)**: 62.1 kcal per mole
**DFT total energy**: -144679.34300 eV

***

4.
Computed, not measured: a gas-phase ion, C2H6N2 (charge -1) in a non-equilibrium geometry, with ωB97M-V with the def2-TZVPD basis set.

The geometry in ORCA input format:
```
! RIJCOSX wB97M-V def2-TZVPD def2/J DEFGRID3
* xyz -1 2
C -0.064 -0.722 -0.308
C 0.346 0.414 0.443
N 1.138 1.540 -0.203
N -1.342 -1.372 0.028
H 0.345 -0.878 -1.293
H 0.486 0.362 1.503
H 1.658 2.142 0.458
H 0.595 2.073 -0.831
H -1.166 -2.196 0.523
H -2.180 -0.827 0.063
*
```

Computed properties:
**Gap between HOMO and LUMO (alpha / beta)**: 3.9 / 6.8 eV
**Relative energy (zero: lowest compared OMol25 entry of this formula, charge and spin)**: 35.7 kcal per mole
**<S²>**: 0.7560
**DFT total energy**: -5148.06225 eV